Run A
A 2-piece molecular cluster, C6H10NO3S overall, computed with ωB97M-V/def2-TZVPD.

Last column: Mulliken charge in e.
CARTESIAN COORDINATES (ANGSTROEM)
C 2.12 -3.71 1.26  0.63
C -0.10 2.09 -0.49  -0.83
C -0.05 1.96 0.98  -0.81
C -0.67 0.77 0.29  0.69
C 1.72 -3.47 -0.26  -0.72
C -2.16 0.72 0.44  -1.23
N 1.00 -4.08 1.94  -0.28
O 3.28 -3.71 1.73  -0.57
O -1.30 -4.10 2.94  -0.50
O -0.13 -0.41 0.29  -0.78
S -0.40 -3.42 1.96  0.67
H -0.84 2.77 -0.98  0.19
H 0.75 1.90 -1.01  0.38
H 0.89 1.87 1.48  0.32
H -0.85 2.48 1.45  0.24
H 1.00 -2.59 -0.26  0.21
H 1.29 -4.33 -0.82  0.29
H 2.73 -3.26 -0.74  0.22
H -2.40 0.04 1.30  0.22
H -2.65 0.14 -0.42  0.23
H -2.63 1.64 0.63  0.43

Summary:
* 2S+1: 1
* net charge: -1
* E_HOMO (alpha / beta): -0.0914 / -0.0915 hartree
* orbital gap (alpha / beta): 0.1496 / 0.1497 Ha

=====

Run B
An isolated ion of composition C6H10NO3S and charge -1, computed with ωB97M-V/def2-TZVPD.

Last column: Mulliken charge in e.
CARTESIAN COORDINATES (ANGSTROEM)
H 0.48 0.29 -2.57  0.24
N -0.34 -0.24 -2.25  -0.81
C -0.52 -0.23 -1.02  0.20
C -2.09 -1.05 -0.36  0.48
O -2.14 -2.23 -0.23  -0.54
S -3.19 0.28 0.42  0.39
O -2.80 1.53 -0.28  -0.62
O -2.49 0.13 1.73  -0.65
C 0.23 0.41 0.11  0.72
C 0.33 1.92 -0.12  -1.62
C 1.61 -0.24 0.27  -0.56
C 1.50 -1.68 0.78  -1.20
H -0.34 0.26 1.04  0.30
H 0.92 2.16 -1.00  0.30
H 0.79 2.40 0.75  0.44
H -0.68 2.31 -0.24  0.32
H 2.21 0.35 0.97  0.39
H 2.13 -0.24 -0.69  0.26
H 1.05 -1.70 1.77  0.30
H 2.48 -2.15 0.83  0.38
H 0.87 -2.26 0.11  0.29

Summary:
* 2S+1: 1
* net charge: -1
* E_HOMO: -0.1230 hartree
* orbital gap: 0.2555 Ha

=====

Most favorable structure: run B. The second most favorable one is 0.0917 hartree above it.

=====

Run A
C5H6NO as an isolated structure, computed with ωB97M-V/def2-TZVPD.

Last column: Mulliken charge in e.
CARTESIAN COORDINATES (ANGSTROEM)
C 0.39 0.75 0.91  -0.24
C 1.35 0.88 -0.11  0.04
C 2.19 -0.10 0.00  0.55
C 0.20 0.64 -1.08  -0.73
C -1.49 -0.66 0.29  -0.88
N -0.57 0.36 0.12  0.10
O 3.10 -0.82 0.01  -0.22
H 0.30 0.75 1.95  0.54
H -1.90 -0.95 -0.58  0.43
H -0.28 1.43 -1.54  0.29
H 0.17 -0.15 -1.70  0.42
H -2.29 -0.46 1.08  0.33
H -1.17 -1.67 0.63  0.38

Summary:
* 2S+1: 1
* net charge: +1
* E_HOMO: -0.5372 hartree
* orbital gap: 0.3361 Ha

=====

Run B
An isolated ion of composition C5H6NO and charge +1, computed with ωB97M-V/def2-TZVPD.

Last column: Mulliken charge in e.
CARTESIAN COORDINATES (ANGSTROEM)
C -0.32 2.33 -0.77  -0.17
N -0.57 1.10 -1.01  0.01
C -1.15 0.21 -0.01  -0.68
C -0.08 -0.72 0.30  -0.22
C 0.56 -1.71 0.44  0.60
C 1.61 -2.63 0.98  -0.03
O 1.58 -3.64 1.61  -0.34
H 0.39 2.85 -1.41  0.30
H -0.32 2.72 0.22  0.31
H -0.81 0.86 -1.99  0.33
H -2.07 -0.32 -0.29  0.35
H -1.45 0.88 0.95  0.33
H 2.62 -1.94 1.00  0.20

Summary:
* 2S+1: 1
* net charge: +1
* E_HOMO: -0.5013 hartree
* orbital gap: 0.2697 Ha

=====

Most favorable structure: run A. The second most favorable one is 0.0148 hartree above it.

=====

Run A
One molecule with the formula C3H4N2S, computed with ωB97M-V/def2-TZVPD.

Last column: Mulliken charge in e.
CARTESIAN COORDINATES (ANGSTROEM)
H -1.59 -1.90 0.24  0.22
N -1.13 -1.25 -0.32  -0.73
C -0.40 -0.46 0.42  0.83
C -0.66 -0.19 1.79  -0.32
C -0.90 0.49 2.84  -0.28
N 0.53 0.40 -0.12  -0.36
S 1.04 0.50 -1.87  -0.11
H -0.55 0.92 3.82  0.32
H 0.97 0.78 0.66  0.25
H 0.64 -0.84 -1.89  0.19

Summary:
* 2S+1: 1
* net charge: 0
* E_HOMO: -0.3250 hartree
* orbital gap: 0.3334 Ha

=====

Run B
One molecule with the formula C3H4N2S, computed with ωB97M-V/def2-TZVPD.

Last column: Mulliken charge in e.
CARTESIAN COORDINATES (ANGSTROEM)
H 1.35 -0.20 -1.07  0.24
N 1.40 -0.79 -0.29  -0.60
C 0.47 -0.75 0.55  0.55
C 0.58 -1.71 1.56  0.18
N 0.52 -2.37 2.53  -0.38
S -0.97 0.22 0.63  -0.06
C -0.86 1.26 -0.88  -0.83
H -1.21 2.30 -0.53  0.31
H -1.51 0.62 -1.50  0.31
H 0.23 1.42 -1.00  0.27

Summary:
* 2S+1: 1
* net charge: 0
* E_HOMO: -0.3614 hartree
* orbital gap: 0.3681 Ha

=====

Most favorable structure: run B. The second most favorable one is 0.0819 hartree above it.

=====

Run A
One molecule with the formula C3H4N2S, computed with ωB97M-V/def2-TZVPD.

Last column: Mulliken charge in e.
CARTESIAN COORDINATES (ANGSTROEM)
C -2.66 0.09 0.02  0.40
C -1.47 0.25 0.05  -0.58
C -0.09 0.50 0.00  -0.12
S 0.53 2.07 0.01  -0.24
N 0.62 -0.69 0.01  0.00
N 2.01 -0.61 0.04  -0.72
H -3.76 0.07 0.02  0.40
H 0.13 -1.53 -0.28  0.26
H 2.39 -0.01 -0.73  0.28
H 2.31 -0.14 0.87  0.29

Summary:
* 2S+1: 1
* net charge: 0
* E_HOMO: -0.3232 hartree
* orbital gap: 0.3130 Ha

=====

Run B
C3H4N2S as an isolated structure, computed with ωB97M-V/def2-TZVPD.

Last column: Mulliken charge in e.
CARTESIAN COORDINATES (ANGSTROEM)
C -1.69 1.13 -0.19  -0.12
C -1.16 -0.17 0.03  0.67
C 0.23 -0.60 0.06  -1.07
N -3.01 1.15 -0.02  -0.41
N -2.12 -1.11 0.02  -0.51
S -3.60 -0.36 0.04  0.23
H -1.25 2.18 -0.28  0.32
H 0.42 -1.17 0.98  0.26
H 0.69 -1.29 -0.69  0.30
H 0.92 0.18 -0.20  0.32

Summary:
* 2S+1: 1
* net charge: 0
* E_HOMO: -0.3557 hartree
* orbital gap: 0.3692 Ha

=====

Run C
One molecule with the formula C3H4N2S, computed with ωB97M-V/def2-TZVPD.

Last column: Mulliken charge in e.
CARTESIAN COORDINATES (ANGSTROEM)
S -0.41 0.81 -2.47  -0.32
C -0.16 0.25 -0.85  0.31
C -0.46 -0.97 -0.20  -0.31
C 0.21 -0.91 1.02  -0.24
N 0.48 0.38 1.12  0.18
N 0.37 1.09 0.05  -0.72
H -0.35 2.25 -2.13  0.17
H -0.92 -1.96 -0.43  0.30
H 0.10 -1.53 1.88  0.34
H 1.14 0.60 2.00  0.29

Summary:
* 2S+1: 1
* net charge: 0
* E_HOMO: -0.3105 hartree
* orbital gap: 0.3406 Ha

=====

Run D
One molecule with the formula C3H4N2S, computed with ωB97M-V/def2-TZVPD.

Last column: Mulliken charge in e.
CARTESIAN COORDINATES (ANGSTROEM)
C 1.82 0.72 2.14  -0.16
C 0.22 -1.76 -0.23  -0.50
C -0.17 0.70 0.79  -0.21
N 0.91 0.82 1.36  0.05
N -1.86 0.44 -0.96  -0.66
S -0.56 -0.36 -0.56  0.48
H 2.72 1.32 2.30  0.26
H 0.04 -2.68 -0.90  0.23
H -0.91 1.55 0.63  0.30
H -2.40 0.04 -1.78  0.22

Summary:
* 2S+1: 1
* net charge: 0
* E_HOMO (alpha / beta): -0.3059 / -0.3060 hartree
* orbital gap (alpha / beta): 0.2945 / 0.2944 Ha

=====

Most favorable structure: run B. The second most favorable one is 0.0351 hartree above it.

=====

Run A
CH3N3O2S as an isolated structure, computed with ωB97M-V/def2-TZVPD.

Last column: Mulliken charge in e.
CARTESIAN COORDINATES (ANGSTROEM)
C 0.94 0.52 -0.01  0.43
N -0.07 0.09 -0.53  -0.54
N -2.70 -1.01 -1.10  -0.53
N 1.91 1.01 0.45  -0.26
O -2.68 1.31 -0.51  -0.46
O -1.94 -0.29 1.27  -0.50
S -2.32 0.03 -0.06  1.05
H -0.07 -0.20 -1.52  0.28
H -2.50 -1.87 -0.79  0.26
H 2.73 1.12 0.97  0.27

Summary:
* 2S+1: 1
* net charge: 0
* E_HOMO: -0.3925 hartree
* orbital gap: 0.4080 Ha

=====

Run B
One molecule with the formula CH3N3O2S, computed with ωB97M-V/def2-TZVPD.

Last column: Mulliken charge in e.
CARTESIAN COORDINATES (ANGSTROEM)
N -0.75 0.15 -0.94  -0.35
C 0.03 0.75 -0.01  0.54
N 0.59 -0.01 0.86  -0.40
S 1.34 0.65 2.25  -0.15
O -0.14 2.15 -0.23  -0.17
N 0.57 3.20 0.14  0.33
O 1.67 2.96 0.53  -0.34
H -1.00 -0.77 -0.93  0.20
H -1.24 0.81 -1.35  0.18
H 1.88 -0.59 2.78  0.16

Summary:
* 2S+1: 1
* net charge: 0
* E_HOMO: -0.3076 hartree
* orbital gap: 0.3039 Ha

=====

Most favorable structure: run A. The second most favorable one is 0.0593 hartree above it.

=====

Run A
An isolated ion of composition C4H8NO and charge +1, computed with ωB97M-V/def2-TZVPD.

Last column: Mulliken charge in e.
CARTESIAN COORDINATES (ANGSTROEM)
C -1.28 -1.40 -0.84  -0.74
C -0.48 -0.82 0.11  0.81
C -0.14 -1.38 1.44  -1.14
C 1.00 2.25 -0.75  -0.62
N 0.22 1.14 -0.90  -0.17
O 0.24 0.36 0.14  0.18
H -1.70 -2.31 -0.55  0.30
H -1.45 -1.09 -1.86  0.33
H -0.88 -1.78 2.05  0.38
H 0.45 -0.60 1.85  0.35
H 0.55 -2.26 1.35  0.30
H 1.25 2.76 -1.68  0.32
H 1.86 2.08 -0.06  0.35
H 0.36 3.03 -0.29  0.35

Summary:
* 2S+1: 1
* net charge: +1
* E_HOMO (alpha / beta): -0.5343 / -0.5445 hartree
* orbital gap (alpha / beta): 0.2467 / 0.2719 Ha

=====

Run B
An isolated ion of composition C4H8NO and charge +1, computed with ωB97M-V/def2-TZVPD.

Last column: Mulliken charge in e.
CARTESIAN COORDINATES (ANGSTROEM)
C -0.60 -0.97 -0.03  -0.26
C -0.59 -2.24 0.68  0.38
C 1.45 1.90 0.07  -0.83
C 0.02 1.29 -0.27  -0.42
N -0.10 0.12 0.35  -0.14
O -1.31 -3.17 0.24  -0.32
H -1.22 -0.93 -0.97  0.22
H -0.14 -2.13 1.73  0.37
H 1.52 2.68 -0.80  0.30
H 1.56 2.22 1.15  0.31
H 2.11 1.00 -0.19  0.26
H -0.04 1.35 -1.40  0.39
H -0.84 1.95 0.13  0.30
H -1.81 -3.06 -0.69  0.44

Summary:
* 2S+1: 1
* net charge: +1
* E_HOMO: -0.5340 hartree
* orbital gap: 0.2836 Ha

=====

Run C
An isolated ion of composition C4H8NO and charge +1, computed with ωB97M-V/def2-TZVPD.

Last column: Mulliken charge in e.
CARTESIAN COORDINATES (ANGSTROEM)
C -2.11 -0.22 0.78  -0.13
N -0.98 -0.27 0.19  -0.18
C 0.27 -0.44 -0.06  0.77
C 1.17 -1.76 -0.35  -0.98
O 1.03 0.62 -0.46  -0.25
C 0.41 1.92 -0.33  -0.72
H -2.00 -0.35 1.83  0.29
H -3.09 -0.10 0.44  0.30
H 1.78 -1.52 -1.20  0.33
H 0.71 -2.77 -0.42  0.34
H 1.99 -1.90 0.50  0.30
H -0.24 1.95 0.46  0.33
H -0.11 2.13 -1.29  0.32
H 1.18 2.70 -0.08  0.27

Summary:
* 2S+1: 1
* net charge: +1
* E_HOMO: -0.5851 hartree
* orbital gap: 0.3884 Ha

=====

Most favorable structure: run C. The second most favorable one is 0.0461 hartree above it.

=====

Run A
A 2-piece molecular cluster, C2HBrClFIN overall, computed with ωB97M-V/def2-TZVPD.

Last column: Mulliken charge in e.
CARTESIAN COORDINATES (ANGSTROEM)
C -1.00 -0.38 -0.12  0.45
C 1.14 0.09 0.25  -0.12
N -1.46 0.66 -0.49  -0.36
F 1.63 -0.14 -1.01  -0.17
Cl -1.19 -1.98 0.14  -0.08
Br 1.86 -1.21 1.30  -0.02
I 1.43 2.31 0.67  0.03
H -2.42 0.64 -0.74  0.26

Summary:
* 2S+1: 1
* net charge: 0
* E_HOMO: -0.3231 hartree
* orbital gap: 0.3026 Ha

=====

Run B
C2HBrClFIN as an isolated structure, computed with ωB97M-V/def2-TZVPD.

Last column: Mulliken charge in e.
CARTESIAN COORDINATES (ANGSTROEM)
C 0.23 -0.42 -0.54  0.35
C -0.41 0.63 0.41  0.06
N 1.05 -1.18 -0.04  -0.46
F -1.19 1.39 -0.24  -0.16
Cl -0.46 -0.26 -2.11  -0.13
Br 0.89 1.91 1.16  -0.08
I -1.57 -0.24 2.04  0.14
H 1.46 -1.84 -0.68  0.28

Summary:
* 2S+1: 1
* net charge: 0
* E_HOMO: -0.3616 hartree
* orbital gap: 0.3458 Ha

=====

Most favorable structure: run B. The second most favorable one is 0.0902 hartree above it.

=====

Run A
A 2-piece molecular cluster, C3H7FS overall, computed with ωB97M-V/def2-TZVPD.

Last column: Mulliken charge in e.
CARTESIAN COORDINATES (ANGSTROEM)
C -0.34 -1.02 0.00  -0.80
C 0.27 0.08 0.23  0.16
C -0.38 1.34 -0.04  -1.00
H 0.21 -1.97 0.17  0.27
H -1.43 -0.98 -0.24  0.19
H 1.10 0.01 0.96  0.32
H -0.47 2.04 0.76  0.31
H 0.19 1.81 -0.83  0.22
H -1.34 1.06 -0.27  0.34
F 4.05 -1.55 -2.30  -0.24
S 2.81 -2.58 -2.56  0.09
H 2.08 -1.59 -2.53  0.14

Summary:
* 2S+1: 1
* net charge: 0
* E_HOMO: -0.3553 hartree
* orbital gap: 0.3547 Ha

=====

Run B
One molecule with the formula C3H7FS, computed with ωB97M-V/def2-TZVPD.

Last column: Mulliken charge in e.
CARTESIAN COORDINATES (ANGSTROEM)
C 0.69 -0.21 0.69  -1.32
C -0.34 0.65 -0.04  -0.28
C -1.12 -0.14 -1.19  -0.63
S -1.72 0.99 -2.37  0.13
F -2.80 1.87 -1.43  -0.29
H 0.17 -0.89 1.26  0.38
H 1.24 -0.83 0.03  0.37
H 1.45 0.33 1.25  0.33
H 0.27 1.22 -0.73  0.30
H -1.13 1.05 0.61  0.31
H -0.67 -0.85 -2.03  0.32
H -1.91 -0.82 -0.82  0.38

Summary:
* 2S+1: 1
* net charge: 0
* E_HOMO: -0.3303 hartree
* orbital gap: 0.3538 Ha

=====

Most favorable structure: run B. The second most favorable one is 0.0431 hartree above it.

=====

Run A
One molecule with the formula C3H7ClO, computed with ωB97M-V/def2-TZVPD.

Last column: Mulliken charge in e.
CARTESIAN COORDINATES (ANGSTROEM)
C 1.50 -0.63 0.73  -0.88
C 0.05 -0.37 0.72  -0.39
Cl -0.14 1.37 0.28  -0.19
C -0.86 -1.09 -0.36  -0.19
O -0.52 -0.64 -1.67  -0.44
H 1.83 -0.38 -0.33  0.23
H 1.64 -1.72 0.95  0.28
H 1.94 -0.05 1.49  0.37
H -0.41 -0.44 1.74  0.37
H -1.86 -0.78 -0.13  0.25
H -0.89 -2.20 -0.34  0.31
H 0.12 0.06 -1.41  0.30

Summary:
* 2S+1: 1
* net charge: 0
* E_HOMO: -0.3791 hartree
* orbital gap: 0.4119 Ha

=====

Run B
One molecule with the formula C3H7ClO, computed with ωB97M-V/def2-TZVPD.

Last column: Mulliken charge in e.
CARTESIAN COORDINATES (ANGSTROEM)
O -2.20 -0.55 -0.22  -0.55
C -1.04 0.25 0.03  -0.55
C 0.27 -0.44 0.09  -0.44
C 1.49 0.49 -0.09  -0.42
Cl 3.07 -0.42 -0.08  -0.21
H -2.71 -1.14 0.35  0.30
H -1.16 1.07 0.78  0.33
H -1.08 0.82 -0.88  0.32
H 0.29 -1.23 -0.67  0.29
H 0.31 -0.99 1.04  0.32
H 1.14 0.93 -1.03  0.29
H 1.62 1.21 0.68  0.33

Summary:
* 2S+1: 1
* net charge: 0
* E_HOMO: -0.3888 hartree
* orbital gap: 0.4211 Ha

=====

Most favorable structure: run A. The second most favorable one is 0.0149 hartree above it.